[1]
Molecular formula: C47H45F15O19
Method: DFT, ωB97M-V/def2-TZVPD

Output
- Multiplicity: 1
- LUMO level: 0.19 eV
- Maximum force: 4.48 eV/A
- Charge: 0
- Structure (SMILES): O=C1OC[C@@H](F)O1.O=C1OC[C@@H](F)O1.O=C1OC[C@@H](F)O1.O=C1OC[C@@H](F)O1.O=C1OC[C@@H](F)O1.CCOC(=O)C(F)(F)F.CCOC(=O)C(F)(F)F.Fc1ccccc1.Fc1ccccc1.Fc1ccccc1.Fc1ccccc1

```
126
C47H45F15O19 (ωB97M-V/def2-TZVPD)
O -2.318 2.860 -0.938
C -1.244 3.303 -0.658
O -0.099 2.841 -1.187
C 1.040 3.618 -0.610
C 0.357 4.695 0.199
F 0.525 5.969 -0.293
O -1.017 4.334 0.218
H 1.466 2.978 0.136
H 1.682 3.954 -1.424
H 0.669 4.705 1.231
O -0.838 -1.331 -2.426
C -0.421 -1.141 -1.308
O 0.104 -2.110 -0.550
C 0.137 -1.641 0.783
C 0.222 -0.187 0.647
F 1.544 0.273 0.601
O -0.345 0.015 -0.663
H -0.807 -1.900 1.247
H 1.000 -2.121 1.273
H -0.274 0.424 1.324
O -3.034 -0.067 1.408
C -3.752 0.666 0.778
O -4.250 0.512 -0.409
C -4.985 1.708 -0.805
C -4.964 2.570 0.442
F -6.240 2.728 0.964
O -4.267 1.776 1.395
H -4.335 2.188 -1.601
H -5.949 1.375 -1.176
H -4.472 3.558 0.391
O 1.198 -1.638 3.478
C 0.971 -2.710 3.939
O 0.230 -2.936 5.035
C 0.324 -4.422 5.258
C 1.209 -4.983 4.110
F 0.512 -5.747 3.237
O 1.584 -3.821 3.419
H 0.786 -4.667 6.189
H -0.643 -4.888 5.151
H 2.106 -5.549 4.376
O 0.355 2.251 2.448
C 0.930 2.449 3.486
O 0.794 1.669 4.518
C 1.365 2.268 5.609
C 2.123 3.388 4.999
F 3.452 3.122 4.918
O 1.632 3.544 3.723
H 0.627 2.513 6.320
H 2.107 1.572 6.032
H 2.035 4.375 5.584
C 3.837 -2.200 1.415
C 3.919 -1.319 2.671
O 4.132 -2.236 3.825
C 4.122 -1.785 5.054
O 3.670 -0.802 5.508
C 4.870 -2.714 6.031
F 4.894 -2.199 7.265
F 4.181 -3.860 6.081
F 6.117 -3.039 5.682
H 4.616 -3.019 1.451
H 3.911 -1.630 0.494
H 2.921 -2.779 1.411
H 2.999 -0.692 2.872
H 4.722 -0.612 2.522
C -4.080 0.835 4.598
C -2.626 1.072 4.534
O -2.305 2.350 5.186
C -2.490 3.387 4.364
O -2.887 3.461 3.233
C -2.039 4.662 5.115
F -2.293 4.554 6.429
F -0.669 4.753 5.054
F -2.627 5.733 4.659
H -4.622 0.756 5.547
H -4.178 -0.134 4.144
H -4.530 1.620 3.974
H -2.179 1.121 3.556
H -2.147 0.295 5.109
F 3.946 -2.278 -5.240
C 3.814 -1.113 -4.554
C 3.041 -1.065 -3.461
C 2.913 0.109 -2.694
C 3.598 1.211 -3.164
C 4.492 1.064 -4.209
C 4.685 -0.050 -4.906
H 2.417 -1.864 -3.151
H 2.216 0.229 -1.879
H 3.445 2.277 -2.880
H 5.099 1.952 -4.525
H 5.240 0.017 -5.820
F 0.573 -8.118 -4.829
C 0.715 -6.978 -4.114
C 0.193 -5.793 -4.595
C 0.334 -4.681 -3.761
C 1.031 -4.737 -2.555
C 1.570 -5.985 -2.131
C 1.335 -7.115 -2.902
H -0.421 -5.679 -5.493
H -0.107 -3.704 -4.089
H 1.177 -3.818 -1.964
H 2.207 -6.090 -1.219
H 1.684 -8.096 -2.645
F 0.816 4.753 -6.306
C 0.406 3.540 -6.014
C 0.050 2.713 -7.020
C -0.333 1.410 -6.672
C -0.405 1.015 -5.347
C -0.086 1.932 -4.343
C 0.377 3.187 -4.686
H -0.064 3.239 -8.017
H -0.685 0.766 -7.476
H -0.569 -0.030 -5.045
H 0.000 1.517 -3.370
H 0.827 3.860 -4.030
F -3.622 2.882 -4.554
C -4.045 1.600 -4.452
C -3.299 0.692 -3.722
C -3.761 -0.586 -3.732
C -4.847 -0.923 -4.526
C -5.586 0.022 -5.207
C -5.172 1.297 -5.233
H -2.438 0.942 -3.138
H -3.214 -1.389 -3.222
H -5.298 -1.887 -4.435
H -6.476 -0.263 -5.724
H -5.843 2.098 -5.551
```

***

[2]
Molecular formula: C47H46As3N2SSeV
Method: DFT, ωB97M-V/def2-TZVPD

Output
- Multiplicity: 4
- LUMO level (spin up / spin down): -2.80 / -3.03 eV
- Maximum force: 1.29 eV/A
- Charge: +1
- <S²>: 3.7711

```
101
C47H46As3N2SSeV (ωB97M-V/def2-TZVPD)
V 0.230 0.104 -0.175
C 3.278 -2.538 1.622
C 2.369 -1.976 0.720
N 1.632 -0.909 0.991
C 1.826 -0.317 2.204
C 2.719 -0.799 3.152
C 3.445 -1.954 2.845
C 2.898 -0.082 4.397
C 2.251 1.065 4.627
C 1.346 1.617 3.640
C 0.720 2.862 3.793
C -0.057 3.347 2.777
C -0.240 2.567 1.631
N 0.285 1.366 1.483
C 1.104 0.915 2.466
H 3.834 -3.420 1.332
H 2.250 -2.416 -0.258
H 4.149 -2.358 3.568
H 3.591 -0.480 5.129
H 2.411 1.611 5.550
H 0.889 3.442 4.696
H -0.514 4.326 2.836
H -0.807 2.928 0.786
C -0.493 -3.381 -1.205
C -0.684 -3.328 0.323
As -1.488 -1.618 0.865
C -3.336 -2.071 0.549
C -3.905 -3.148 1.227
C -5.222 -3.504 0.982
C -5.978 -2.793 0.053
C -5.414 -1.722 -0.626
C -4.093 -1.357 -0.372
C -1.420 -1.684 2.799
C -2.353 -0.964 3.541
C -2.216 -0.857 4.921
C -1.141 -1.460 5.567
C -0.213 -2.181 4.831
C -0.351 -2.291 3.450
As 0.157 -1.684 -2.035
C 1.686 -2.365 -3.002
C 2.968 -1.913 -2.720
C 4.062 -2.468 -3.383
C 3.871 -3.468 -4.325
C 2.584 -3.913 -4.616
C 1.495 -3.365 -3.955
C -1.081 -1.451 -3.508
C -2.418 -1.823 -3.425
C -3.285 -1.534 -4.474
C -2.817 -0.864 -5.600
C -1.484 -0.477 -5.672
C -0.618 -0.764 -4.625
H -1.433 -3.626 -1.692
H 0.217 -4.157 -1.471
H 0.267 -3.422 0.839
H -1.316 -4.145 0.660
H -3.329 -3.705 1.956
H -5.662 -4.336 1.516
H -7.002 -3.082 -0.144
H -5.996 -1.179 -1.361
H -3.637 -0.544 -0.917
H -3.199 -0.497 3.053
H -2.950 -0.304 5.494
H -1.034 -1.375 6.643
H 0.622 -2.662 5.328
H 0.380 -2.862 2.891
H 3.111 -1.112 -2.005
H 5.061 -2.107 -3.166
H 4.723 -3.902 -4.837
H 2.431 -4.685 -5.361
H 0.498 -3.710 -4.196
H -2.805 -2.334 -2.556
H -4.324 -1.832 -4.409
H -3.488 -0.648 -6.423
H -1.112 0.050 -6.542
H 0.415 -0.433 -4.682
Se 2.106 1.460 -1.156
C 1.747 1.891 -3.000
C 2.524 1.339 -4.017
C 2.282 1.641 -5.356
C 1.252 2.504 -5.705
C 0.478 3.073 -4.699
C 0.729 2.777 -3.363
H 3.337 0.671 -3.763
H 2.902 1.195 -6.127
H 1.065 2.746 -6.745
H -0.326 3.753 -4.955
H 0.133 3.235 -2.586
C -4.884 2.094 -1.791
As -3.301 2.398 -0.771
C -3.849 2.150 1.039
C -2.937 4.259 -0.995
S -1.735 1.200 -1.494
H -5.558 2.941 -1.672
H -5.367 1.185 -1.440
H -4.593 1.983 -2.833
H -4.752 2.738 1.208
H -3.066 2.464 1.724
H -4.065 1.093 1.179
H -3.714 4.850 -0.514
H -2.922 4.463 -2.062
H -1.962 4.492 -0.575
```